DFT (ωB97M-V with the def2-TZVPD basis set) results for an isolated molecule of C6H7N at a distorted geometry.

Its SMILES is N#CC1CC=CC1. Its energy above the lowest of the compared OMol25 structures with the same formula, charge and spin is 82.53 kJ/mol. The HOMO energy is -9.75 eV.

Structure (ORCA input):
```
! wB97M-V def2-TZVPD RIJCOSX def2/J DEFGRID3
* xyz 0 1
N -0.6921 2.9467 -1.0077
C -0.4681 2.0079 -0.3691
C -0.1856 0.8085 0.4245
C 1.2299 0.2279 0.1210
C 0.9556 -1.2130 -0.2154
C -0.3389 -1.5108 -0.2072
C -1.2101 -0.3328 0.1391
H -0.2465 1.1003 1.4774
H 1.7146 0.7509 -0.7115
H 1.8918 0.3332 0.9879
H 1.7553 -1.9097 -0.4480
H -0.7549 -2.4887 -0.4302
H -1.8830 -0.0734 -0.6862
H -1.8408 -0.5256 1.0151
*
```